<one>
DFT (ωB97M-V/def2-TZVPD) results for an isolated ion of composition C7H13NP and charge +1.

Element x y z (Å)
C: -0.86732 2.71822 0.64870
C: -0.09854 1.96279 -0.36711
C: -1.38808 1.97034 1.65112
C: 0.21252 0.67657 -0.08029
C: -0.49913 -2.54546 -1.14902
C: 0.95574 -0.39972 -0.81380
C: -0.04968 -1.17845 -1.64565
N: 0.71206 0.13395 2.44287
P: -0.91601 0.19893 1.29011
H: -0.81752 3.77561 0.35289
H: 0.44898 2.62241 -1.14520
H: -1.82703 2.23107 2.61586
H: -0.96385 -2.38147 -0.13745
H: 0.22613 -3.26457 -1.15462
H: -1.37261 -2.70228 -1.87761
H: 1.70307 0.17320 -1.43096
H: 1.71255 -0.98516 -0.19767
H: -0.96816 -0.67260 -1.92562
H: 0.55700 -1.34878 -2.52084
H: 1.17515 -0.83476 2.54810
H: 0.23578 0.26529 3.36351
H: 1.41660 0.90278 2.34288

Calculated values
HOMO-LUMO gap = 8.220 eV
LUMO = -4.78 eV
HOMO level = -13.00 eV
Net charge = +1



<two>
DFT (ωB97M-V/def2-TZVPD) results for an isolated ion of composition C7H13NP and charge +1.

Element x y z (Å)
C: -2.84942 0.75995 -0.39294
C: -1.65942 1.27045 -0.24390
C: 2.12889 0.43670 -1.29034
C: -2.39377 -0.63690 0.15207
C: -1.02610 0.03973 0.42549
C: 1.76660 0.78305 1.02008
C: 0.01800 -0.64500 -0.41402
N: 1.34883 0.32735 -0.28160
P: 0.56507 -2.41398 0.03108
H: -3.77561 1.24593 -0.76101
H: -1.16825 2.28652 -0.46328
H: 2.01081 0.02646 -2.21759
H: 3.18348 0.86439 -1.04274
H: -2.91273 -0.94056 1.01767
H: -2.32905 -1.51081 -0.40191
H: -0.72564 0.01480 1.41193
H: 1.76087 1.93105 0.92889
H: 2.70860 0.39303 1.24237
H: 0.92933 0.59056 1.76676
H: -0.14613 -0.65121 -1.46598
H: 1.75716 -2.09545 -0.35815
H: 0.80848 -2.07606 1.33711

Calculated values
HOMO-LUMO gap = 8.700 eV
LUMO = -4.71 eV
HOMO level = -13.41 eV
Net charge = +1



<one> is preferred energetically. Next in line: 2.072 eV higher.



<one>
DFT (ωB97M-V/def2-TZVPD) results for an isolated ion of composition C3H7O2 and charge -1.

Element x y z (Å)
C: 0.31016 -0.18622 -0.59531
C: 0.24964 -0.18859 0.98129
O: 1.01080 -1.26178 1.63381
C: -0.92000 0.63417 -1.05965
O: -0.81638 1.36020 -2.19473
H: 0.34716 -1.20318 -0.97589
H: 1.26506 0.34853 -0.66910
H: 0.50465 0.72931 1.57589
H: -0.74827 -0.27666 1.42901
H: 1.81232 -1.36083 1.09688
H: -1.92664 0.11989 -1.08595
H: -1.08850 1.28516 -0.13623

Calculated values
HOMO-LUMO gap = 5.832 eV
LUMO = 3.81 eV
HOMO level = -2.02 eV
Net charge = -1



<two>
DFT (ωB97M-V/def2-TZVPD) results for C3H7O2 as an isolated structure.

Element x y z (Å)
C: -1.61619 0.97169 0.84822
O: -0.31232 0.68102 0.69689
H: -1.90392 1.64834 1.68083
H: -2.24241 0.06754 1.00853
H: -2.07965 1.53814 -0.01009
O: 0.40766 -1.65166 0.00297
C: 0.25578 -0.53259 -0.50526
C: 1.50108 0.25214 -0.97819
H: -0.62974 -0.33074 -1.14527
H: 1.55425 0.21091 -2.07425
H: 1.25637 1.28420 -0.72712
H: 2.40966 -0.21285 -0.62322

Calculated values
HOMO-LUMO gap = 7.990 eV
LUMO = 4.61 eV
HOMO level = -3.38 eV
Net charge = -1



<two> is preferred energetically. Next in line: 0.686 eV higher.